A 2-piece molecular cluster, C8H19PS2 overall, computed with ωB97M-V with the def2-TZVPD basis set.

Each line ends with the natural charge from an NBO analysis.
Element x y z (Å)
C (1.08, -2.13, -1.56)  -0.60
C (2.82, -0.81, -0.37)  -0.60
C (0.98, 1.79, 0.87)  -0.61
C (-1.03, 0.68, 1.86)  -0.61
C (0.38, -0.64, 0.32)  -0.41
C (-0.98, 1.30, -0.56)  -0.70
C (1.37, -0.81, -0.85)  -0.22
C (-0.15, 0.78, 0.61)  -0.05
P (-2.48, 0.26, -0.97)  0.45
S (-3.50, -2.59, 0.77)  -0.05
S (-4.07, 1.31, -0.09)  -0.30
H (1.16, -2.96, -0.86)  0.20
H (0.08, -2.13, -1.98)  0.21
H (1.79, -2.30, -2.36)  0.21
H (3.07, 0.10, 0.16)  0.21
H (3.49, -0.89, -1.23)  0.21
H (3.01, -1.65, 0.28)  0.20
H (0.55, 2.74, 1.17)  0.21
H (1.56, 1.95, -0.03)  0.21
H (1.63, 1.44, 1.66)  0.21
H (-1.81, -0.08, 1.71)  0.21
H (-1.50, 1.63, 2.09)  0.21
H (-0.44, 0.37, 2.72)  0.21
H (0.86, -1.02, 1.23)  0.21
H (-0.49, -1.27, 0.14)  0.21
H (-1.33, 2.32, -0.35)  0.23
H (-0.38, 1.32, -1.47)  0.23
H (1.24, 0.00, -1.57)  0.19
H (-2.69, 0.85, -2.22)  -0.02
H (-4.23, 0.46, 0.91)  0.15

Values from the calculation:
- Relative energy (zero: lowest compared OMol25 entry of this formula, charge and spin): 324.38 kJ/mol
- HOMO-LUMO gap (spin up / spin down): 0.2353 / 0.2349 hartree